(1)
Computed, not measured: an isolated molecule of C3H8N2, with wB97M-V/def2-TZVPD.

Properties
Lowest unoccupied orbital energy, eV: 1.223
Multiplicity: 1
HOMO level, eV: -8.974
Structure (SMILES): NC1CNC1

Geometry as XYZ:
```
13
C3H8N2 (wB97M-V/def2-TZVPD)
C 0.449 0.074 0.551
C -0.512 -1.087 0.062
C -0.543 1.045 -0.064
H 1.851 -0.440 -1.032
H 2.481 0.667 0.203
H 0.275 0.124 1.764
H -0.316 -1.255 -1.075
H -0.722 -2.025 0.584
H -2.338 -0.103 -0.484
H -0.669 1.969 0.432
H -0.209 1.225 -1.105
N 1.828 -0.152 0.004
N -1.575 -0.041 0.160
```

Atomic partial charges in e from the Löwdin method, atoms 1 to 4: -0.386 -0.178 -0.190 0.091


(2)
Computed, not measured: a structure of composition C3H8N2, with wB97M-V/def2-TZVPD.

Properties
Lowest unoccupied orbital energy, eV: 0.850
Multiplicity: 1
HOMO level, eV: -9.217

Geometry as XYZ:
```
13
C3H8N2 (wB97M-V/def2-TZVPD)
C -1.593 0.135 -0.402
C -0.367 -0.339 0.684
C 0.870 0.245 0.132
H -1.508 -0.456 -1.489
H -1.559 1.344 -0.655
H -2.540 -0.224 0.031
H -0.404 -1.612 0.773
H -0.568 0.040 2.014
H 1.369 -1.529 -0.631
H 2.691 -0.425 -0.572
H 0.489 2.174 0.275
N 1.823 -0.779 -0.181
N 1.296 1.427 0.022
```

Atomic partial charges in e from the Löwdin method, atoms 1 to 4: -0.133 -0.209 -0.634 0.109


(3)
Computed, not measured: a cluster of 2 separate species, C3H8N2 in total, with wB97M-V/def2-TZVPD.

Properties
Lowest unoccupied orbital energy, eV: 0.692
Multiplicity: 1
HOMO level, eV: -8.239
Structure (SMILES): C=CN.C=N

Geometry as XYZ:
```
13
C3H8N2 (wB97M-V/def2-TZVPD)
C -2.802 2.796 -0.245
N -2.737 1.899 -1.209
H -3.040 3.875 -0.521
H -2.584 2.605 0.815
H -2.285 1.042 -0.796
C 2.176 -2.185 -0.549
C 1.767 -1.929 0.753
N 0.807 -1.009 0.975
H 1.611 -1.795 -1.387
H 3.228 -2.664 -0.780
H 2.591 -1.704 1.515
H 1.075 -0.107 1.276
H 0.192 -0.824 0.154
```

Atomic partial charges in e from the Löwdin method, atoms 1 to 4: -0.141 -0.010 0.070 0.051


(4)
Computed, not measured: an isolated molecule of C3H8N2, with wB97M-V/def2-TZVPD.

Properties
Lowest unoccupied orbital energy, eV: 1.157
Multiplicity: 1
HOMO level, eV: -8.663
Structure (SMILES): NC[C@@H]1CN1

Geometry as XYZ:
```
13
C3H8N2 (wB97M-V/def2-TZVPD)
C 0.860 0.198 0.662
C -0.083 0.536 -0.525
C -1.056 -0.691 -0.621
H 0.617 0.042 2.762
H -0.256 1.271 1.984
H 1.682 1.064 0.640
H 1.239 -0.826 0.438
H -0.590 1.467 -0.577
H -0.895 -1.642 0.048
H -1.977 -0.364 -1.111
H -0.139 -0.375 -2.605
N 0.113 0.324 1.760
N 0.171 -0.453 -1.569
```

Atomic partial charges in e from the Löwdin method, atoms 1 to 4: -0.382 -0.326 -0.112 0.160


(5)
Computed, not measured: an isolated molecule of C3H8N2, with wB97M-V/def2-TZVPD.

Properties
Lowest unoccupied orbital energy, eV: 1.049
Multiplicity: 1
HOMO level, eV: -8.902
Structure (SMILES): [H]/N=C\NCC

Geometry as XYZ:
```
13
C3H8N2 (wB97M-V/def2-TZVPD)
C -1.575 0.666 0.002
C -0.790 -0.641 -0.183
C 1.630 -0.143 -0.379
H -1.038 1.562 -0.376
H -1.868 0.746 1.103
H -2.570 0.551 -0.474
H -1.359 -1.511 0.274
H -0.679 -0.850 -1.249
H 0.613 -0.457 1.416
H 1.377 -0.176 -1.460
H 2.938 0.459 0.964
N 0.557 -0.574 0.397
N 2.764 0.368 -0.034
```

Atomic partial charges in e from the Löwdin method, atoms 1 to 4: -0.111 -0.287 -0.334 0.079


(6)
Computed, not measured: a cluster of 2 separate species, C3H8N2 in total, with wB97M-V/def2-TZVPD.

Properties
⟨S²⟩: 0.7691
Lowest unoccupied orbital energy (spin up / spin down), eV: -4.725 / -9.048
Multiplicity: 2
Net charge: +1
HOMO level (spin up / spin down), eV: -13.661 / -13.633

Geometry as XYZ:
```
13
C3H8N2 (wB97M-V/def2-TZVPD)
C -1.526 -1.566 0.030
C -1.199 -1.002 1.201
H -2.455 -1.379 -0.488
H -0.840 -2.252 -0.449
H -1.675 -0.101 1.587
H -0.550 -1.458 1.945
N 0.290 1.743 -0.484
C 1.316 0.970 -0.736
N 2.497 0.945 -0.099
H 0.459 2.228 0.401
H -0.608 1.343 -0.750
H 1.204 0.171 -1.457
H 3.087 0.358 -0.701
```

Atomic partial charges in e from the Löwdin method, atoms 1 to 4: -0.070 -0.086 0.055 0.049


(7)
Computed, not measured: a cluster of 2 separate species, C3H8N2O in total, with wB97M-V/def2-TZVPD.

Properties
⟨S²⟩: 0.7532
Lowest unoccupied orbital energy (spin up / spin down), eV: 4.066 / 3.842
Multiplicity: 2
Net charge: -1
HOMO level (spin up / spin down), eV: 0.522 / -3.878

Geometry as XYZ:
```
14
C3H8N2O (wB97M-V/def2-TZVPD)
O 2.096 -2.502 -0.583
C 1.689 -2.073 0.533
C 2.090 -0.711 1.045
H 1.186 -2.744 1.241
H 2.738 -0.751 1.955
H 1.263 -0.090 1.391
H 2.606 -0.205 0.229
N -1.477 1.256 0.013
C -1.857 1.537 -1.223
N -3.063 1.872 -1.596
H -0.616 0.726 0.152
H -2.075 1.293 0.824
H -1.074 1.335 -1.972
H -3.507 1.056 -2.008
```

Atomic partial charges in e from the Löwdin method, atoms 1 to 4: -0.217 -0.558 -0.218 0.031


(8)
Computed, not measured: a cluster of 2 separate species, C3H8N2O in total, with wB97M-V/def2-TZVPD.

Properties
Lowest unoccupied orbital energy, eV: 0.925
Multiplicity: 1
HOMO level, eV: -8.580
Structure (SMILES): C=CN.NC=O

Geometry as XYZ:
```
14
C3H8N2O (wB97M-V/def2-TZVPD)
C 1.681 -0.696 -0.470
C 1.291 -1.199 0.710
N 0.000 -1.249 1.231
H 1.044 -0.516 -1.331
H 2.712 -0.552 -0.804
H 2.052 -1.666 1.354
H 0.013 -0.902 2.177
H -0.838 -0.999 0.723
C -1.923 1.269 -0.446
N -0.637 1.276 -0.880
O -2.496 0.433 0.213
H -2.547 2.173 -0.715
H -0.271 2.112 -1.287
H -0.081 0.514 -0.476
```

Atomic partial charges in e from the Löwdin method, atoms 1 to 4: -0.057 -0.285 0.040 0.040


(9)
Computed, not measured: an isolated molecule of C3H8N2O, with wB97M-V/def2-TZVPD.

Properties
Lowest unoccupied orbital energy, eV: 0.625
Multiplicity: 1
HOMO level, eV: -9.191
Structure (SMILES): C/C(CN)=N\O

Geometry as XYZ:
```
14
C3H8N2O (wB97M-V/def2-TZVPD)
C 0.519 1.163 0.102
C 0.410 -0.360 0.050
C -0.984 -0.881 0.523
H 1.533 1.659 0.537
H 0.457 1.562 -0.956
H -0.372 1.499 0.575
H -1.121 -0.376 1.412
H -0.865 -1.988 0.613
H -1.779 -0.810 -1.347
H -1.886 0.589 -0.508
H 2.299 0.349 -0.321
N -2.003 -0.502 -0.416
N 1.300 -1.183 -0.109
O 2.493 -0.722 -0.155
```

Atomic partial charges in e from the Löwdin method, atoms 1 to 4: -0.055 -0.375 -0.240 0.130


(10)
Computed, not measured: a structure of composition C3H8N2O, with wB97M-V/def2-TZVPD.

Properties
Lowest unoccupied orbital energy, eV: 0.538
Multiplicity: 1
HOMO level, eV: -8.616

Geometry as XYZ:
```
14
C3H8N2O (wB97M-V/def2-TZVPD)
C 1.265 0.298 0.522
C -2.323 -0.061 0.284
C 0.050 -0.194 -0.134
N 2.415 0.608 -0.282
O -0.052 -1.175 -1.043
N -0.958 0.446 0.389
H 0.832 -1.533 -1.210
H 2.434 1.515 -0.728
H 2.685 -0.061 -1.001
H 1.523 -0.327 1.378
H 0.185 1.050 1.064
H -2.517 -0.840 1.028
H -2.512 -0.485 -0.706
H -3.025 0.759 0.437
```

Atomic partial charges in e from the Löwdin method, atoms 1 to 4: -0.264 -0.097 -0.452 -0.017


(11)
Computed, not measured: an isolated molecule of C3H8N2O, with wB97M-V/def2-TZVPD.

Properties
Lowest unoccupied orbital energy, eV: 0.753
Multiplicity: 1
HOMO level, eV: -8.903
Structure (SMILES): CNCC(N)=O

Geometry as XYZ:
```
14
C3H8N2O (wB97M-V/def2-TZVPD)
C 0.070 -0.032 -2.137
C 0.672 0.594 0.298
C -0.052 0.339 1.614
H 0.556 -1.047 -2.211
H 0.805 0.744 -2.570
H -0.891 -0.036 -2.749
H -1.205 -0.155 -0.344
H 1.597 0.020 0.168
H 0.898 1.699 0.470
H -0.444 -1.724 1.194
H -0.904 -0.994 2.664
N -0.330 0.394 -0.737
N -0.719 -0.892 1.712
O -0.052 1.090 2.629
```

Atomic partial charges in e from the Löwdin method, atoms 1 to 4: -0.132 -0.187 -0.471 0.066


(12)
Computed, not measured: an isolated molecule of C3H8N2O, with wB97M-V/def2-TZVPD.

Properties
Lowest unoccupied orbital energy, eV: 0.815
Multiplicity: 1
HOMO level, eV: -9.003
Structure (SMILES): NCCNC=O

Geometry as XYZ:
```
14
C3H8N2O (wB97M-V/def2-TZVPD)
C -0.761 0.644 -1.040
C 0.437 0.735 -0.160
C 1.141 -0.795 1.514
H -2.516 -0.690 -0.788
H -1.077 -0.703 0.166
H -1.096 1.563 -1.461
H -0.553 -0.064 -1.875
H 1.031 1.513 -0.597
H -0.173 1.067 0.825
H 1.781 -0.759 -0.538
H 2.047 -1.499 1.639
N -1.773 -0.141 -0.271
N 1.042 -0.497 0.153
O 0.469 -0.375 2.433
```

Atomic partial charges in e from the Löwdin method, atoms 1 to 4: -0.294 -0.269 -0.346 0.095


Result set for largest force on an atom: 3.24; 4.66; 6.13; 9.14; 1.69; 2.59; 2.01; 2.22; 6.47; 2.90; 3.82; 4.88 eV/Å, one per record in the order listed.
Result set for ΔE to the lowest compared entry with this formula, charge and spin: 284.9; 347.6; 394.2; 403.0; 138.2; 325.1; 212.1; 169.8; 419.8; 366.9; 164.2; 209.3 kJ/mol, one per record in the order listed.